Molecular formula: C18H29F3MgN4O4PS3
Method: DFT, the ωB97M-V functional and the def2-TZVPD basis

```
63
Properties=species:S:1:pos:R:3:forces:R:3
Mg 1.543 0.177 0.163 -0.3 0.6 -0.5
F 5.342 2.841 -2.911 0.0 0.0 0.0
C 5.368 1.525 -3.189 0.1 -0.1 0.1
F 4.553 1.318 -4.230 0.0 0.0 -0.1
F 6.628 1.265 -3.640 -0.1 0.1 0.0
C 5.046 0.680 -1.991 -0.1 0.0 0.2
C 6.005 -0.185 -1.510 0.0 0.0 0.0
C 5.753 -0.967 -0.385 0.1 0.0 -0.1
C 4.527 -0.820 0.224 -0.2 0.1 0.1
N 3.590 0.019 -0.217 0.6 0.0 -0.3
C 3.779 0.771 -1.337 0.4 -0.1 0.1
S 2.453 1.721 -1.845 0.0 0.0 -0.1
H 6.959 -0.258 -2.014 0.0 0.0 0.0
H 6.487 -1.664 -0.003 0.0 0.0 0.0
H 4.260 -1.386 1.112 0.0 0.0 -0.1
N 1.716 2.103 1.284 -0.3 0.1 0.2
C 1.778 2.003 2.755 -0.1 -0.2 -0.1
C 0.694 1.075 3.304 0.1 0.0 -0.1
C 0.912 -0.407 2.981 0.0 -0.1 -0.1
O 0.525 -1.250 3.790 0.1 0.1 -0.2
O 1.488 -0.658 1.859 -0.2 -0.6 1.1
H 2.469 2.669 0.910 0.1 0.0 -0.1
H 0.851 2.555 0.993 0.1 0.1 0.1
H 1.691 2.983 3.229 0.0 0.1 0.0
H 2.758 1.599 3.017 0.0 0.0 0.0
H -0.276 1.355 2.875 0.0 0.0 0.0
H 0.619 1.172 4.385 0.0 0.1 0.0
C -0.215 -3.785 1.336 -0.1 0.0 0.0
N 0.294 -3.767 -0.041 0.4 0.1 0.2
C -0.324 -4.661 -1.010 0.0 0.0 0.0
C 0.889 -2.667 -0.455 -0.6 -0.2 -0.2
N 1.399 -1.698 -0.824 0.1 -0.3 -0.1
H 0.063 -4.724 1.818 0.1 0.0 0.0
H -1.305 -3.695 1.322 0.0 0.0 -0.1
H 0.190 -2.949 1.904 0.1 0.0 0.0
H 0.040 -5.679 -0.861 0.0 0.0 0.0
H -0.093 -4.331 -2.019 0.0 0.0 0.0
H -1.410 -4.642 -0.890 0.1 0.0 0.0
C -2.820 2.751 -2.089 0.1 0.0 0.0
C -3.333 1.500 -2.779 -0.1 0.0 0.2
C -4.850 1.396 -2.709 0.0 0.0 0.0
O -2.741 0.274 -2.319 0.1 0.0 -0.1
P -2.382 -0.259 -0.854 -0.5 0.2 0.1
S -2.226 -2.201 -1.027 -0.1 0.4 0.0
S -0.944 0.868 -0.020 -0.1 -0.1 0.0
O -3.759 0.162 -0.104 0.1 0.0 0.1
C -4.054 0.157 1.310 0.1 0.1 0.0
C -3.302 -0.886 2.121 0.1 0.0 -0.1
C -3.872 1.558 1.875 0.0 0.0 0.0
H -3.308 3.620 -2.540 0.0 0.0 0.0
H -1.740 2.847 -2.199 0.0 0.0 0.0
H -3.050 2.729 -1.024 0.0 0.0 0.0
H -3.033 1.534 -3.825 0.0 0.0 -0.1
H -5.198 1.538 -1.684 0.0 0.0 -0.1
H -5.173 0.411 -3.047 0.0 0.0 0.0
H -5.303 2.157 -3.351 0.0 0.0 0.1
H -5.116 -0.088 1.340 -0.1 0.0 0.0
H -2.233 -0.664 2.157 0.0 0.0 0.0
H -3.431 -1.880 1.695 0.0 0.0 0.0
H -3.688 -0.877 3.143 0.0 0.0 0.0
H -2.813 1.791 1.982 0.0 0.0 0.0
H -4.356 1.628 2.853 0.0 0.0 0.0
H -4.324 2.294 1.206 0.0 0.0 0.1
```
Forces are in eV/Å.

Calculated values
Multiplicity: 1
Charge: -1
E_LUMO in hartree: 0.098
Gap between HOMO and LUMO in eV: 7.69

Molecular formula: C6H14N2O
Method: DFT, the ωB97M-V functional and the def2-TZVPD basis

```
23
Properties=species:S:1:pos:R:3:forces:R:3
C -1.549 -0.078 -0.562 0.4 0.0 0.3
C -2.195 -0.656 0.660 -0.2 0.0 0.0
C -0.935 -0.650 1.446 0.2 0.2 -0.5
C -0.802 -0.819 -1.471 -0.1 0.1 0.1
O -1.566 1.278 -0.737 -0.1 -0.1 0.0
H -2.190 1.680 -0.122 0.0 -0.1 0.0
H -2.992 -0.012 1.049 0.1 0.0 0.0
H -2.611 -1.646 0.469 0.0 0.0 0.0
H -0.808 0.108 2.200 0.0 0.0 0.0
H -0.461 -1.597 1.643 0.0 0.0 0.0
H 0.493 -0.797 -0.956 0.0 0.0 0.0
H -0.988 -1.888 -1.493 0.0 0.0 0.0
H -0.613 -0.351 -2.431 0.0 0.0 0.0
C 1.132 1.430 0.972 0.0 -0.1 0.0
N 2.295 0.293 -1.217 -0.1 0.0 0.1
C 1.593 -0.551 -0.271 0.0 0.1 0.2
N 1.156 -0.025 0.898 -0.2 -0.1 -0.2
H 2.421 -0.175 -2.106 0.0 0.0 0.1
H 3.207 0.572 -0.871 0.0 -0.1 0.0
H 1.979 -1.574 -0.149 0.0 0.1 0.0
H 0.679 1.923 0.106 0.0 0.0 0.0
H 0.600 1.728 1.878 0.0 0.0 0.0
H 2.157 1.810 1.065 0.0 0.0 0.0
```
Forces are in eV/Å.

Calculated values
Multiplicity: 1
E_LUMO (spin up / spin down) in hartree: 0.027 / 0.027
Gap between HOMO and LUMO (spin up / spin down) in eV: 7.63 / 7.63

Molecular formula: C39H65BrFN5O20P
Method: DFT, the ωB97M-V functional and the def2-TZVPD basis

```
132
Properties=species:S:1:pos:R:3:forces:R:3
C -1.660 1.207 1.597 0.8 -0.1 -0.6
C -0.797 1.272 0.577 -1.1 -0.3 1.0
N 0.262 0.270 0.520 -0.2 0.6 0.1
C 0.182 -0.682 -0.359 0.2 0.6 0.0
N 1.155 -1.679 -0.373 -0.4 -0.3 0.2
C 0.433 -2.969 -0.043 -0.3 -0.7 0.3
N -0.097 -3.015 1.279 -0.1 -0.1 -0.2
C -0.633 -3.212 -1.121 0.9 0.5 -0.2
C -1.573 -2.026 -1.331 -0.6 -0.1 0.2
C -2.818 -1.943 -0.418 0.0 -0.5 -0.2
C -3.249 -3.188 0.364 -0.7 0.2 0.6
C -4.155 -2.736 1.533 0.5 0.3 -0.7
C -5.443 -2.040 1.089 0.1 -0.4 0.7
N -5.258 -0.597 0.886 -0.9 0.4 -0.7
C -6.423 0.199 1.129 0.1 0.0 1.2
C -7.014 0.889 -0.080 0.5 -0.2 0.4
O -6.857 0.321 2.255 0.0 -0.3 -0.9
N -0.884 -0.682 -1.249 1.1 -0.5 -0.3
P -0.515 -0.067 -2.868 -0.9 -0.2 -0.6
O -1.263 1.378 -2.822 0.5 0.0 0.2
Br 1.615 0.585 -2.850 -0.3 0.2 0.2
C 1.372 0.426 1.481 1.3 0.2 0.1
F 1.536 -0.701 2.245 -0.4 -0.3 -0.2
C 2.686 0.841 0.825 -0.3 0.3 0.4
C 2.760 2.368 0.825 0.0 -0.2 -0.1
H -2.622 1.696 1.584 0.2 0.6 0.2
H -1.403 0.607 2.462 -0.3 -0.4 -0.1
H -0.855 2.017 -0.200 0.0 -0.4 -0.4
H 1.457 -1.795 -1.339 0.2 0.2 0.0
H 1.173 -3.763 -0.115 0.2 0.1 -0.1
H 0.608 -2.890 1.989 0.0 0.2 0.1
H -0.894 -2.414 1.429 0.1 0.1 0.2
H -1.130 -4.162 -0.956 -0.3 0.1 0.1
H -0.072 -3.328 -2.054 0.0 -0.1 -0.1
H -1.932 -2.082 -2.358 0.0 -0.1 -0.1
H -2.726 -1.110 0.276 0.3 0.1 0.1
H -3.659 -1.683 -1.063 0.0 0.2 -0.1
H -2.430 -3.747 0.808 0.2 0.0 -0.2
H -3.830 -3.872 -0.255 0.2 -0.1 -0.2
H -3.585 -1.971 2.064 -0.1 -0.1 0.5
H -4.347 -3.569 2.203 -0.1 -0.1 0.0
H -5.864 -2.525 0.202 0.1 0.0 -0.1
H -6.177 -2.178 1.880 -0.1 0.2 0.1
H -5.012 -0.407 -0.076 0.2 -0.2 0.0
H -6.965 1.963 0.062 -0.3 0.1 0.0
H -8.039 0.560 -0.232 -0.1 0.1 0.2
H -6.429 0.649 -0.956 -0.1 0.0 -0.2
H -2.208 1.239 -2.670 -0.2 0.2 0.0
H 1.091 1.221 2.165 -0.4 0.0 0.0
H 3.473 0.472 1.473 0.1 -0.2 0.0
H 2.813 0.405 -0.159 0.0 -0.1 0.0
H 3.698 2.712 0.407 0.0 0.1 -0.2
H 1.931 2.824 0.284 0.0 0.1 -0.1
H 2.731 2.728 1.852 0.0 0.1 0.1
C 7.669 1.956 -2.944 -0.2 -0.4 0.0
C 6.947 2.483 -1.729 0.3 0.0 -0.4
C 7.849 3.026 -0.647 0.2 0.2 0.1
O 7.074 2.790 0.541 0.0 -0.1 -0.1
C 6.270 1.740 0.293 0.2 0.0 0.1
O 5.639 1.163 1.124 0.0 -0.1 0.0
O 6.268 1.424 -1.022 -0.2 0.2 0.1
H 8.310 2.725 -3.374 0.0 0.0 0.0
H 8.276 1.089 -2.684 0.1 0.1 0.1
H 6.957 1.636 -3.704 0.0 0.1 0.0
H 6.198 3.224 -2.024 0.0 0.0 0.1
H 8.058 4.086 -0.762 -0.1 0.0 0.2
H 8.793 2.482 -0.559 -0.1 -0.1 -0.1
C -1.522 6.848 -1.261 0.0 0.3 0.2
C -0.044 6.567 -1.155 -0.5 0.0 -0.1
C 0.303 5.163 -0.715 0.2 -0.2 -0.1
O 1.558 5.349 -0.052 -0.2 0.0 0.0
C 1.588 6.633 0.410 0.0 0.1 0.0
O 2.397 7.053 1.163 0.1 0.0 0.1
O 0.561 7.348 -0.112 0.1 -0.2 -0.1
H -2.004 6.140 -1.937 0.0 0.0 0.0
H -1.996 6.787 -0.281 0.0 -0.1 0.0
H -1.694 7.855 -1.638 0.0 0.0 -0.1
H 0.458 6.817 -2.095 0.1 -0.1 0.0
H 0.412 4.472 -1.550 0.2 0.0 0.0
H -0.415 4.755 0.003 -0.1 0.1 0.0
C -9.691 2.838 -4.980 0.0 0.3 0.2
C -8.265 2.388 -4.792 -0.5 0.0 -0.1
C -8.107 0.928 -4.447 0.1 0.0 -0.2
O -6.888 0.931 -3.673 -0.1 0.0 0.1
C -6.769 2.161 -3.116 -0.1 0.2 -0.1
O -5.982 2.440 -2.265 0.3 0.1 -0.2
O -7.662 3.018 -3.640 0.2 -0.1 0.0
H -10.186 2.240 -5.745 0.1 0.0 0.0
H -10.247 2.757 -4.045 0.0 -0.1 0.0
H -9.725 3.884 -5.283 0.0 0.0 -0.1
H -7.667 2.651 -5.668 0.1 0.0 0.1
H -8.008 0.293 -5.321 0.2 0.1 0.1
H -8.917 0.550 -3.818 0.0 0.1 0.0
C 8.938 -1.465 4.612 0.4 -0.2 -0.4
C 9.754 -0.530 3.755 -0.3 -0.2 0.3
C 9.045 0.744 3.362 0.0 0.2 0.1
O 9.668 1.061 2.106 -0.1 -0.1 0.0
C 10.098 -0.103 1.563 0.0 0.0 0.0
O 10.478 -0.217 0.442 0.0 0.0 -0.1
O 10.030 -1.109 2.463 0.1 0.2 0.0
H 8.596 -0.962 5.512 0.0 0.1 0.0
H 8.078 -1.841 4.064 -0.1 0.2 0.0
H 9.536 -2.330 4.902 0.0 0.0 0.1
H 10.712 -0.313 4.236 0.0 0.1 -0.1
H 9.198 1.551 4.075 0.1 0.1 -0.1
H 7.973 0.609 3.199 0.0 -0.1 0.0
C -7.513 -5.157 -4.941 -0.2 -0.2 -0.2
C -7.326 -3.882 -5.726 0.0 -0.3 0.3
C -7.571 -2.615 -4.938 0.2 0.2 0.1
O -8.011 -1.704 -5.954 0.0 -0.4 0.0
C -8.572 -2.449 -6.952 0.0 -0.1 -0.1
O -9.202 -1.997 -7.845 0.0 0.1 -0.1
O -8.308 -3.763 -6.768 0.1 0.2 0.0
H -6.876 -5.165 -4.056 0.0 0.0 0.0
H -8.553 -5.270 -4.635 0.0 0.1 0.1
H -7.264 -6.022 -5.554 0.1 0.0 0.0
H -6.337 -3.866 -6.194 0.0 0.1 0.0
H -6.674 -2.237 -4.451 0.0 0.1 -0.1
H -8.366 -2.721 -4.195 0.0 -0.1 0.0
C 5.704 -4.713 8.957 -0.2 0.3 0.2
C 5.732 -3.998 7.629 0.1 -0.3 0.4
C 7.072 -4.020 6.929 0.1 -0.1 -0.2
O 7.040 -2.801 6.171 -0.2 -0.2 0.3
C 6.211 -1.943 6.820 -0.1 0.0 0.1
O 6.112 -0.788 6.565 0.0 0.1 -0.1
O 5.522 -2.584 7.792 0.0 0.0 -0.2
H 6.024 -5.749 8.845 0.0 0.0 -0.1
H 6.352 -4.212 9.677 0.1 0.0 -0.1
H 4.697 -4.706 9.373 0.0 -0.1 0.0
H 4.944 -4.380 6.975 0.0 0.0 -0.1
H 7.192 -4.875 6.268 0.0 0.1 -0.1
H 7.916 -3.979 7.621 -0.1 0.0 0.1
```
Forces are in eV/Å.

Calculated values
Multiplicity: 1
Charge: +1
E_LUMO in hartree: -0.128
Gap between HOMO and LUMO in eV: 8.25

no.,strongest force on any atom (eV/A)
1,1.262
2,0.618
3,1.520